[1]
# C3H7OS

A cluster of 2 separate species, C3H7OS in total at a distorted geometry (ωB97M-V/def2-TZVPD, the OMol25 dataset).

Values from the calculation:
**Max |F|**: 1.04 eV Å⁻¹
**ΔE to the lowest compared entry with this formula, charge and spin**: 56.4 kJ/mol
**Electronic energy**: -16104.79309 eV
**LUMO level (alpha / beta)**: 0.02622 / -0.09251 Ha
**Gap between HOMO and LUMO (alpha / beta)**: 0.347 / 0.228 hartree
**HOMO energy (alpha / beta)**: -8.722 / -8.720 eV

```
! RIJCOSX wB97M-V def2-TZVPD def2/J DEFGRID3
* xyz 0 2
C -1.5701 -1.5529 -0.4762
C -0.6565 -2.2719 0.1706
O 0.4324 -1.8261 0.8348
H -2.3267 -2.0891 -1.0287
H -1.6164 -0.4780 -0.3598
H -0.7149 -3.3532 0.1563
H 0.4498 -0.8477 0.7978
C 1.2495 2.5840 -0.0868
S 0.6594 1.1628 0.8278
H 2.1270 3.0173 0.3915
H 1.5146 2.3289 -1.1077
H 0.4521 3.3260 -0.1196
*
```

Atom charges from the natural (NBO) analysis, given in e for atoms 1 to 5: C -0.56; C 0.17; O -0.69; H 0.21; H 0.19


[2]
# C31H35BiN9O7P2

A structure of composition C31H35BiN9O7P2 at a distorted geometry (ωB97M-V/def2-TZVPD, the OMol25 dataset).

Values from the calculation:
**Max |F|**: 1.93 eV Å⁻¹
**ΔE to the lowest compared entry with this formula, charge and spin**: 202.8 kJ/mol
**Electronic energy**: -84881.65391 eV
**LUMO level**: 0.08651 Ha
**Gap between HOMO and LUMO**: 0.215 hartree
**HOMO energy**: -3.484 eV

```
! RIJCOSX wB97M-V def2-TZVPD def2/J DEFGRID3
* xyz -1 1
Bi 1.3643 0.0017 -0.0796
N 1.3879 3.1702 1.4722
C 1.0920 2.3554 2.4975
N 1.3529 2.7160 3.7161
C 1.0614 1.8028 4.6989
N 1.0954 2.2795 5.9917
N 0.8468 0.5462 4.4993
C 0.8728 0.1563 3.1761
N 0.4586 1.1365 2.1752
C 1.4526 -1.0498 2.8545
C 1.7457 -2.0026 3.8939
C 2.2391 -3.2271 3.6059
C 2.5021 -3.5713 2.2492
C 2.2579 -2.6404 1.2918
N 1.7482 -1.4258 1.5530
H 1.9456 3.9841 1.6499
H 1.1286 2.9479 0.5205
H 0.8623 3.2508 6.1014
H 0.7119 1.6509 6.6786
H 1.5327 -1.6715 4.8960
H 2.4454 -3.9504 4.3837
H 2.9085 -4.5330 1.9872
H 2.4624 -2.8245 0.2482
N -6.0915 -5.7013 -4.6049
C -5.2302 -5.1071 -4.1255
C -4.1851 -4.3782 -3.5367
C -4.4066 -3.0707 -3.0860
C -3.3758 -2.3558 -2.5265
C -2.0976 -2.9137 -2.3546
C -1.8901 -4.2210 -2.8179
C -2.9077 -4.9379 -3.4025
C -1.0634 -2.1483 -1.6794
C -1.4180 -1.4866 -0.5211
C -2.6564 -1.6643 0.2143
C -2.6211 -0.9418 1.3408
C -1.2749 -0.3147 1.4656
N -0.6276 -0.6690 0.2218
C 0.2678 -2.1514 -2.2247
C 0.7129 -2.6762 -3.4271
C 2.1051 -2.4701 -3.4903
C 2.4459 -1.8187 -2.3340
N 1.3506 -1.6036 -1.5640
H -5.3898 -2.6302 -3.1971
H -3.5399 -1.3308 -2.2236
H -0.9218 -4.6759 -2.6814
H -2.7454 -5.9464 -3.7572
H -3.4534 -2.3170 -0.0866
H -3.3393 -0.9855 2.1409
H -0.7937 -0.8400 2.3169
H 0.1189 -3.1531 -4.1827
H 2.7699 -2.7720 -4.2742
H 4.2587 -1.3214 -2.6267
C 2.9643 3.4527 -4.1690
C 2.6635 3.0361 -2.7492
O 2.9812 4.0235 -1.8140
P 0.8858 2.6118 -2.5443
O 0.4930 1.3482 -3.4556
O 0.0506 3.7540 -3.2934
O 0.3842 2.4439 -1.1523
P 3.3357 1.3047 -2.1336
O 4.7738 1.2582 -3.0117
O 3.6570 -1.3864 -1.8758
O 3.7705 1.7208 -0.7475
H 2.4333 4.3748 -4.4014
H 2.6448 2.6647 -4.8463
H 4.0351 3.6188 -4.2827
H 3.4250 3.5208 -1.0922
H 0.9939 0.5553 -3.2471
H -0.8358 3.7826 -2.9318
H 5.4278 1.6892 -2.4574
C -3.2892 1.9901 1.5951
C -2.0161 2.0246 2.4526
C -2.3102 1.5295 3.8675
C -1.5978 3.5022 2.5081
C -0.9558 1.1794 1.6933
H -4.0726 2.5620 2.0850
H -3.6410 0.9807 1.4173
H -3.0889 2.4344 0.6239
H -3.0238 2.2011 4.3440
H -1.4041 1.5130 4.4683
H -2.7307 0.5271 3.8598
H -2.4625 4.1127 2.7614
H -1.2282 3.8308 1.5408
H -0.8261 3.6847 3.2475
H -0.9127 1.6545 0.7036
*
```

Atom charges from the natural (NBO) analysis, given in e for atoms 1 to 5: Bi 2.01; N -0.79; C 0.66; N -0.62; C 0.53